No. 1
C10H24ClI2OP2Tl | the ωB97M-V functional and the def2-TZVPD basis

Positions of all 41 atoms, in Å:
I 1.7739 0.6103 2.5947
I 0.3274 -1.3806 -0.1387
Tl 1.1278 2.9176 -1.8093
P 3.2850 0.5283 -1.2985
C 4.3459 -0.5638 -0.2844
C 3.7038 -0.2181 -2.9237
H 4.0141 2.7847 -1.9318
H 5.3474 1.5798 -1.9765
H 4.7724 2.2159 -0.4002
C 4.4691 1.9261 -1.4140
H 3.0436 0.1963 -3.6985
H 4.7509 0.0140 -3.1632
H 5.3740 -0.5716 -0.6764
H 3.9434 -1.5818 -0.3115
H 3.5852 -1.3076 -2.8561
H 4.3456 -0.1919 0.7457
C 2.2333 -1.7103 2.5784
O 2.6859 -2.7652 2.6788
Cl -0.9384 2.6116 -3.3312
C -2.2057 -2.1863 2.4755
C -2.8097 -1.7178 1.1478
P -1.8588 -0.4352 0.3147
C -2.5977 0.0137 -1.2646
C -4.1246 0.1388 -1.1966
C -1.7890 1.0210 1.3904
C -3.1209 1.2915 2.0962
H -1.1696 -2.5247 2.3560
H -2.7931 -3.0393 2.8350
H -2.2389 -1.4097 3.2503
H -2.8702 -2.5527 0.4366
H -3.8222 -1.3082 1.2679
H -2.1155 0.9467 -1.6091
H -2.2840 -0.7626 -1.9805
H -4.4303 1.0339 -0.6375
H -4.4918 0.2436 -2.2240
H -4.5999 -0.7511 -0.7569
H -0.9615 0.8906 2.1146
H -1.5186 1.8712 0.7384
H -3.5231 0.4187 2.6262
H -2.9798 2.0820 2.8432
H -3.8857 1.6424 1.3928

Results
E_tot   -64784.7552 eV
Orbital gap (spin up / spin down)   3.0 / 3.0 eV
Highest occupied orbital energy (spin up / spin down)   -13.9004 / -13.9344 eV
Charge   +2

=====

No. 2
C10H24CsN2O4S | the ωB97M-V functional and the def2-TZVPD basis

Positions of all 42 atoms, in Å:
C -3.1356 1.9697 -3.4135
C -2.9029 1.7175 -1.8753
C -1.5981 2.4651 -1.4183
N -1.5774 2.7893 0.0195
C -1.0803 1.6836 0.8579
C -2.2147 0.5896 1.1888
N -3.3630 1.3927 1.7850
O 0.1450 1.1086 0.4280
C 0.0100 -0.1563 -0.2136
C 1.3539 -0.4005 -1.0021
C 2.0031 -1.7756 -0.6779
C 2.6581 -1.8472 0.7495
C 3.9294 -2.7662 0.6136
S 4.2024 -3.7476 2.1263
O 5.2904 -4.7238 1.8833
O 2.9119 -4.3800 2.4821
O 4.6103 -2.6627 3.3086
H -2.2466 1.5677 -3.9288
H -4.0307 1.4118 -3.7430
H -3.2508 3.0595 -3.5380
H -3.7680 2.0260 -1.2581
H -2.7555 0.6172 -1.7821
H -1.6351 3.4393 -1.9545
H -0.6995 1.9448 -1.8001
H -0.8752 3.5191 0.1279
H -0.8612 2.1443 1.8513
H -2.6244 0.1123 0.2871
H -1.8925 -0.1300 1.9562
H -4.1521 1.4235 1.1087
H -3.6632 0.9895 2.6833
H -0.7869 -0.1734 -0.9878
H -0.1404 -1.0022 0.4887
H 2.0735 0.3817 -0.6922
H 1.1952 -0.3246 -2.0951
H 2.8373 -1.9070 -1.4036
H 1.3307 -2.6423 -0.8334
H 2.9905 -0.8619 1.1191
H 1.9329 -2.3170 1.4392
H 4.8234 -2.1453 0.3922
H 3.8425 -3.4601 -0.2435
H 5.1256 -1.9514 2.9078
Cs -4.0117 3.0221 3.0571

Results
E_tot   -33302.8517 eV
Orbital gap   8.9 eV
Highest occupied orbital energy   -12.4345 eV
Charge   +1

=====

No. 3
C10H24F6Mg2NO8S2 | the ωB97M-V functional and the def2-TZVPD basis

Positions of all 53 atoms, in Å:
Mg 0.8799 -3.1864 5.4591
Mg 1.3006 0.8976 1.6345
C -1.3048 -2.0780 1.0440
F -2.0578 -1.4911 2.0435
F -1.8210 -3.3253 0.8594
F -1.6537 -1.5134 -0.0860
S 0.6014 -2.0458 1.4439
O 0.7294 -1.8206 2.9408
O 1.0929 -3.3722 0.9080
N 1.1567 -0.5971 0.5342
S 1.4547 -1.1335 -0.9528
O 0.7761 -2.2968 -1.4770
O 1.4654 -0.0446 -1.8998
C 3.3756 -1.6248 -0.7891
F 3.9212 -0.7748 0.0960
F 3.4385 -2.8671 -0.3445
F 4.0128 -1.5273 -1.8898
C 2.1297 2.8814 -1.7804
C 0.9098 2.7656 -0.8455
O 1.4927 2.4647 0.5028
H 2.8477 3.5834 -1.3565
H 1.8576 3.4180 -2.6893
H 2.7335 2.0057 -2.0183
H 0.1798 1.9956 -1.0950
H 0.3127 3.6771 -0.8162
H 2.0228 3.2355 0.7184
C -3.4682 2.0833 5.5916
C -4.0977 1.0197 4.7032
O -3.2266 -0.0885 4.4283
H -3.1456 1.5848 6.5056
H -4.2319 2.7788 5.9397
H -2.5888 2.5330 5.1306
H -4.3747 1.4676 3.7488
H -4.9339 0.5791 5.2461
H -2.5391 0.2994 3.8821
C -4.5809 -1.9945 -1.3080
C -5.6960 -2.9787 -1.6860
O -6.8316 -2.8270 -0.8599
H -4.4150 -2.0533 -0.2323
H -4.9035 -0.9681 -1.4827
H -3.7660 -2.2587 -1.9820
H -5.2658 -3.9786 -1.7436
H -5.9665 -2.7368 -2.7138
H -7.3973 -2.1291 -1.1982
C 6.2742 1.6008 -3.0372
C 4.9614 1.0680 -3.5879
O 4.2858 1.9846 -4.3853
H 6.8106 2.2005 -3.7725
H 6.9301 0.7353 -2.9427
H 6.1353 2.1180 -2.0878
H 4.3841 0.5697 -2.8091
H 5.2817 0.2063 -4.1737
H 4.5117 1.9588 -5.3180

Results
E_tot   -77457.8115 eV
Orbital gap   1.3 eV
Highest occupied orbital energy   -15.9173 eV
Charge   +3

=====

No. 4
C10H24N2O2 | the ωB97M-V functional and the def2-TZVPD basis

Positions of all 38 atoms, in Å:
C -2.3967 -0.4095 -0.6316
C -1.3136 0.7392 -0.6132
C -1.3650 1.7634 0.5554
C -1.2443 1.4058 2.0499
C 0.1390 1.0310 2.4909
C 0.1278 0.4517 3.8395
H -3.3663 0.0826 -0.5553
H -2.3983 -1.0782 0.2292
H -2.5788 -0.9266 -1.5737
H -0.3559 0.2188 -0.6089
H -1.2963 1.3226 -1.5338
H -2.2376 2.3796 0.3387
H -0.6296 2.5188 0.2783
H -1.7561 2.1357 2.6771
H -1.8999 0.5373 2.1135
H 0.5613 0.3656 1.7380
H 0.8563 1.8516 2.4795
H -0.4894 1.0188 4.5363
H -0.4244 -0.4853 3.7677
H 1.1096 0.3934 4.3094
O 1.4561 -1.6472 -2.8534
C 1.1172 -0.5360 -3.2173
N 1.6566 0.0270 -4.2709
C -0.0354 0.2385 -2.6733
H 2.3373 -0.5396 -4.7564
H 1.3448 0.8949 -4.6828
H -0.4750 0.9230 -3.3987
H 0.2113 0.8102 -1.7786
H -0.7552 -0.5032 -2.3269
O -0.2944 -1.6464 0.5280
C 0.9335 -1.6858 0.3427
N 1.4370 -1.4650 -0.8578
C 1.9469 -1.7875 1.4923
H 2.4434 -1.5108 -0.9296
H 1.0228 -1.2788 -1.7600
H 2.8253 -2.2374 1.0296
H 1.5093 -2.4816 2.2097
H 2.2767 -0.8906 2.0165

Results
E_tot   -17830.7163 eV
Orbital gap   9.2 eV
Highest occupied orbital energy   -8.7080 eV
Charge   0

=====

No. 5
C10H24N2P | the ωB97M-V functional and the def2-TZVPD basis

Positions of all 37 atoms, in Å:
C -3.4415 -2.8027 1.5068
N -2.7641 -2.6921 0.2466
C -2.2061 -1.6254 -0.3174
P -1.5967 -1.5510 -2.0124
C -0.1981 -0.3971 -2.0433
C 0.7843 -0.6499 -0.8181
C 1.5283 -1.9661 -0.9280
C 1.8272 0.5401 -0.6063
C 1.3476 1.7890 0.1269
C 0.1467 2.6377 -0.4584
C 2.5124 2.8445 0.3305
C 0.8722 1.6360 1.5570
N -0.4505 0.9032 1.7883
H -2.9818 -3.5210 2.0500
H -3.4945 -1.7497 1.7750
H -4.3308 -3.2303 1.3053
H -2.5551 -3.5346 -0.2072
H -2.4195 -0.7848 0.1630
H -0.8979 -2.8549 -2.0087
H -0.4703 0.7598 -1.9416
H 0.4499 -0.4963 -2.8599
H 0.1649 -0.3776 0.0512
H 1.7964 -2.1921 0.0333
H 2.2225 -1.9463 -1.6686
H 0.8853 -2.7741 -1.0489
H 2.1949 0.8096 -1.5460
H 2.5408 -0.1012 -0.0484
H 0.1576 3.6365 -0.2396
H 0.1658 2.6718 -1.4839
H -0.8104 2.3096 -0.1909
H 3.1272 2.3719 0.9870
H 3.0821 2.8851 -0.5752
H 2.1538 3.8179 0.7955
H 1.5865 1.0328 2.0338
H 0.8402 2.5625 1.9865
H -0.6704 0.4075 2.6324
H -1.0990 1.6318 1.6338

Results
E_tot   -23017.9835 eV
Orbital gap   7.8 eV
Structure (SMILES)   C/[NH+]=C/PC[C@@H](C)CC(C)(C)CN
Highest occupied orbital energy   -12.1971 eV
Charge   +1

=====

No. 6
C10H24N3 | the ωB97M-V functional and the def2-TZVPD basis

Positions of all 37 atoms, in Å:
C -0.1552 2.7473 -0.9062
C 0.6104 2.0804 0.2511
C 0.0312 0.6394 0.5186
C -1.5009 0.4710 0.9752
N -2.2323 -0.5754 0.1337
C -1.7986 -1.8795 0.3900
C -3.7408 -0.4887 0.3430
N -2.0567 -0.2018 -1.2139
N 0.6381 -0.4226 0.1910
C 2.0307 -0.6236 -0.0715
C 2.7167 0.0394 -1.2853
C 2.8449 -0.2997 1.1442
C 2.1541 -2.1283 -0.2525
H 0.0498 3.8860 -0.7817
H -1.1853 2.7740 -0.6523
H -0.0175 2.3363 -1.9155
H 0.4921 2.6024 1.1606
H 1.6254 2.0851 -0.0752
H -1.5052 0.1564 2.0229
H -2.0623 1.3807 0.8037
H -2.2704 -2.3240 1.2840
H -1.9811 -2.5997 -0.3436
H -0.6378 -1.8139 0.4489
H -4.0258 0.5018 0.0952
H -4.1209 -1.2564 -0.3815
H -3.9428 -0.6388 1.3731
H -1.6843 -0.9082 -1.8153
H -1.7850 0.7383 -1.3118
H 3.6258 -0.5550 -1.2665
H 2.2130 -0.1974 -2.2249
H 2.9367 1.0311 -1.1216
H 3.8189 -0.7187 0.9856
H 2.5135 -0.7222 2.0489
H 3.1590 0.7880 1.4958
H 2.1715 -2.6133 0.6959
H 1.3181 -2.6169 -0.8886
H 3.0640 -2.4638 -0.6591

Results
E_tot   -15219.9568 eV
Orbital gap   10.1 eV
Structure (SMILES)   CC/C(C[N+](C)(C)N)=N\C(C)(C)C
Highest occupied orbital energy   -12.4796 eV
Charge   +1

=====

No. 7
C10H24NO4P | the ωB97M-V functional and the def2-TZVPD basis

Positions of all 40 atoms, in Å:
O 1.1424 2.9928 0.6833
P 2.4357 3.8470 0.9994
C 3.7908 3.7954 -0.3448
C 5.3240 3.5459 0.2738
C 6.1208 3.1627 -1.1271
N 5.0772 2.9568 -2.2456
C 3.8185 2.5683 -1.4428
O 3.0151 1.4993 -1.5838
H 3.0171 3.4109 2.2739
H 1.9604 5.2153 1.2473
H 3.8947 4.8426 -0.8912
H 5.2797 2.6054 0.9689
H 5.6070 4.5284 0.8428
H 6.6053 2.0719 -1.1073
H 6.9002 4.0424 -1.2846
H 4.8336 3.8840 -2.7039
C -2.1963 -0.7203 0.1054
C -2.7077 0.7002 0.2845
C -2.3786 1.5640 -0.9227
O -2.1171 1.2715 1.4490
H -1.1064 -0.7332 -0.0077
H -2.4294 -1.3272 0.9870
H -2.6444 -1.1933 -0.7740
H -3.7917 0.6843 0.4411
H -1.2952 1.6321 -1.0723
H -2.7418 2.5867 -0.7745
H -2.8322 1.1596 -1.8329
H -1.1544 1.2897 1.3189
C -2.5790 -4.8507 1.4482
C -3.2932 -5.6846 0.3965
C -4.0231 -4.8052 -0.6062
O -4.2288 -6.5496 1.0350
H -3.2918 -4.2433 2.0171
H -2.0684 -5.4971 2.1702
H -1.8406 -4.1854 0.9900
H -2.5677 -6.3162 -0.1275
H -4.7871 -4.1961 -0.1101
H -4.5426 -5.4191 -1.3498
H -3.3281 -4.1386 -1.1261
H -4.8770 -5.9974 1.5029

Results
E_tot   -29724.2128 eV
Orbital gap   9.3 eV
Structure (SMILES)   O=[PH2][C@H]1CCNC1=O.CC(C)O.CC(C)O
Highest occupied orbital energy   -9.5835 eV
Charge   0

=====

No. 8
C10H24O3Si | the ωB97M-V functional and the def2-TZVPD basis

Positions of all 38 atoms, in Å:
C 1.6918 1.8097 2.3050
C 1.7178 0.3483 2.6679
C 1.8319 -0.5133 1.3788
O 0.8333 -0.1217 0.4656
Si 0.5903 -1.0453 -0.8737
C 2.3008 -1.4400 -1.5801
O -0.0249 -0.0917 -2.0842
C 0.1580 1.2993 -2.0492
C -1.1795 2.0528 -2.0751
C -1.8721 2.1125 -3.4491
O -0.4498 -2.2591 -0.4437
C -1.7666 -1.9568 -0.0620
C -1.8880 -1.1074 1.2040
C -1.7481 -1.9152 2.5116
H 1.4632 2.4287 3.1859
H 0.9409 1.9614 1.5222
H 2.6506 2.1404 1.8975
H 2.4864 0.1695 3.4393
H 0.7955 0.0588 3.1908
H 2.8238 -0.3081 0.9418
H 1.7321 -1.5948 1.6244
H 2.8746 -0.5381 -1.7782
H 2.2473 -1.9876 -2.5146
H 2.8582 -2.0278 -0.8713
H 0.8200 1.4849 -1.1629
H 0.7566 1.5540 -2.9647
H -0.9986 3.1087 -1.7542
H -1.8175 1.6185 -1.3155
H -2.1468 1.0988 -3.7827
H -2.7765 2.7258 -3.3697
H -1.2115 2.5895 -4.1880
H -2.2198 -2.9501 0.0957
H -2.2540 -1.5226 -0.9181
H -1.1599 -0.2855 1.1766
H -2.8704 -0.5911 1.1717
H -2.0999 -1.2680 3.3437
H -0.7221 -2.2100 2.6231
H -2.3672 -2.8272 2.4914

Results
E_tot   -24782.7036 eV
Orbital gap   10.9 eV
Structure (SMILES)   CCCO[Si](C)(OCCC)OCCC
Highest occupied orbital energy   -9.9575 eV
Charge   0

=====

Number 1: maximum force 4.8 eV Å⁻¹. Number 2: maximum force 9.8 eV Å⁻¹. Number 3: maximum force 7.5 eV Å⁻¹. Number 4: maximum force 6.7 eV Å⁻¹. Number 5: maximum force 4.9 eV Å⁻¹. Number 6: maximum force 5.1 eV Å⁻¹. Number 7: maximum force 9.6 eV Å⁻¹. Number 8: maximum force 2.1 eV Å⁻¹.